(1)
# C35H53InN6O2Se

C35H53InN6O2Se as an isolated structure (wB97M-V/def2-TZVPD, OMol25).

Atoms and positions in Å:
1 In 1.69919 1.61318 0.23291
2 C -3.96668 -0.96865 -4.79777
3 C -3.68093 -1.28276 -3.32130
4 C -4.88250 -0.82121 -2.49374
5 C -3.52563 -2.80170 -3.14647
6 C -2.38866 -0.59822 -2.88425
7 C -2.30347 0.19644 -1.75948
8 C -1.09483 0.78121 -1.39564
9 Se -1.04234 1.86502 0.19398
10 C -1.14723 0.53025 1.57480
11 C -2.30560 -0.20766 1.71787
12 C -2.39727 -1.19088 2.69164
13 C -1.28026 -1.37572 3.49711
14 C -0.09486 -0.64877 3.39298
15 C -0.01219 0.36941 2.40713
16 O 1.04637 1.13874 2.24752
17 C 1.04288 -1.06260 4.35279
18 C 0.54296 -0.97827 5.80451
19 C 1.42116 -2.52391 4.04198
20 C 2.32896 -0.22722 4.29012
21 C -3.69022 -1.98754 2.85114
22 C -4.79768 -1.03769 3.33265
23 C -3.54426 -3.12276 3.86742
24 C -4.08994 -2.60604 1.50267
25 C 0.08401 0.65220 -2.15613
26 O 1.19585 1.28481 -1.84292
27 C 0.00653 -0.19800 -3.29922
28 C -1.20897 -0.77952 -3.61511
29 C 1.24600 -0.44087 -4.17044
30 C 2.38358 -1.05049 -3.33116
31 C 1.70603 0.88662 -4.79418
32 C 0.95857 -1.41989 -5.31186
33 H -4.92637 -1.39774 -5.09333
34 H -3.19867 -1.38597 -5.44946
35 H -4.00441 0.11004 -4.95937
36 H -5.78372 -1.32234 -2.85029
37 H -5.03355 0.25656 -2.58286
38 H -4.76043 -1.07352 -1.43864
39 H -4.41796 -3.32019 -3.50584
40 H -3.38152 -3.05179 -2.09328
41 H -2.66546 -3.17268 -3.70604
42 H -3.17100 0.39063 -1.14438
43 H -3.13867 -0.00275 1.05759
44 H -1.31911 -2.14280 4.25805
45 H -0.32493 -1.61378 5.97907
46 H 0.26752 0.04928 6.04857
47 H 1.33198 -1.29663 6.48918
48 H 0.61060 -3.20723 4.29960
49 H 2.30708 -2.81429 4.61120
50 H 1.64160 -2.65851 2.98094
51 H 2.12700 0.82367 4.48891
52 H 2.82689 -0.30361 3.32436
53 H 3.01595 -0.59621 5.05600
54 H -4.50956 -0.57013 4.27583
55 H -5.73115 -1.58449 3.48669
56 H -4.97964 -0.24596 2.60410
57 H -3.34298 -2.73792 4.86893
58 H -2.74076 -3.80432 3.58087
59 H -4.47229 -3.69465 3.91119
60 H -4.31219 -1.84059 0.75788
61 H -4.98117 -3.22628 1.61988
62 H -3.28162 -3.23090 1.11762
63 H -1.25031 -1.42365 -4.48287
64 H 2.67993 -0.38049 -2.52884
65 H 3.25528 -1.23637 -3.96277
66 H 2.06289 -2.00693 -2.90790
67 H 1.97912 1.59958 -4.01938
68 H 0.90720 1.31579 -5.40284
69 H 2.57559 0.72033 -5.43435
70 H 0.62271 -2.38678 -4.93066
71 H 1.87558 -1.58167 -5.87994
72 H 0.20513 -1.02815 -5.99810
73 N 1.59943 3.85818 -0.76053
74 C 2.52532 4.99310 -0.58544
75 C 2.66253 5.36432 0.88837
76 C 3.46882 4.34245 1.68180
77 N 2.72249 3.08996 1.85766
78 H 1.57246 3.55481 -1.73201
79 H 0.65802 4.15300 -0.52344
80 H 2.17543 5.86224 -1.14998
81 H 3.50370 4.71110 -0.97835
82 H 1.66422 5.46492 1.33082
83 H 3.15722 6.33280 0.96198
84 H 3.74879 4.76551 2.65121
85 H 4.39044 4.12883 1.14334
86 H 1.92111 3.21412 2.47137
87 H 3.29942 2.38934 2.31588
88 N 1.55145 -0.86712 0.18294
89 H 2.43838 -1.15575 -0.21384
90 H 0.80576 -1.34210 -0.31294
91 H 1.52191 -1.14569 1.15783
92 N 3.77942 1.02786 0.14872
93 C 4.80877 1.28360 -0.34253
94 C 6.01433 1.58527 -0.91544
95 C 6.85683 0.60350 -1.48448
96 N 7.54748 -0.19742 -1.94114
97 C 6.32586 2.96473 -0.97324
98 N 6.50723 4.10444 -1.00348

E_LUMO in eV: 0.01
HOMO-LUMO gap in Ha: 0.2947
Energy relative to the best compared isomer or geometry (same formula, charge and spin) in eV: 0.0000
Electronic energy in eV: -120713.31889
Strongest force on any atom in Eh/bohr: 0.012
HOMO in Ha: -0.2942

=====

(2)
# C35H53N4OP2Pt

C35H53N4OP2Pt as an isolated structure at a distorted geometry (wB97M-V/def2-TZVPD, OMol25).

Atoms and positions in Å:
1 C -1.28137 -1.44272 -1.84260
2 C 0.73083 -2.50162 -1.04790
3 C -1.53727 -2.46842 -2.74730
4 C 0.43513 -3.61152 -1.92050
5 C -0.65937 -3.58682 -2.75550
6 H -2.41027 -2.41892 -3.40290
7 H 1.12773 -4.45842 -1.92540
8 H -0.85357 -4.42822 -3.43050
9 N -0.21107 -1.45912 -0.99130
10 P -2.32777 0.19288 0.08900
11 P 2.36313 -0.83312 0.36020
12 C -2.22967 -0.26552 -1.71930
13 H -1.81567 0.61708 -2.23620
14 H -3.20467 -0.49472 -2.17750
15 C 0.44333 1.64868 1.65840
16 O 0.67583 2.60108 2.30930
17 C 1.91443 -2.41972 -0.30470
18 H 2.65353 -3.21832 -0.43170
19 C 3.50993 0.00078 -0.96720
20 C 3.41943 -1.14172 1.92450
21 C -3.23277 1.87418 0.20390
22 C -3.43497 -1.22142 0.78660
23 C 3.58343 1.52078 -0.70940
24 H 4.24853 1.75438 0.13670
25 H 3.98793 2.03298 -1.60380
26 H 2.59493 1.94658 -0.48100
27 C 4.93783 -0.56942 -1.05670
28 H 5.54963 -0.33142 -0.17170
29 H 4.92863 -1.66352 -1.20070
30 H 5.44353 -0.12382 -1.93540
31 C 2.82963 -0.30452 -2.32340
32 H 3.23633 0.37338 -3.09800
33 H 3.02783 -1.34452 -2.62850
34 H 1.73803 -0.18362 -2.28950
35 C 4.13793 0.15438 2.34560
36 H 3.42623 0.99458 2.42710
37 H 4.60193 0.00538 3.33860
38 H 4.93983 0.43968 1.64600
39 C 2.47853 -1.56222 3.06550
40 H 1.84943 -0.72332 3.39670
41 H 1.82853 -2.40022 2.76500
42 H 3.08923 -1.89002 3.92790
43 C 4.42233 -2.29522 1.71010
44 H 5.14893 -2.09982 0.90970
45 H 4.98853 -2.45012 2.64800
46 H 3.89183 -3.23472 1.48170
47 C -3.84627 -0.88422 2.23450
48 H -4.33357 -1.77122 2.68010
49 H -2.97957 -0.62802 2.86340
50 H -4.57297 -0.05592 2.27070
51 C -2.63647 -2.54862 0.77270
52 H -2.47497 -2.91272 -0.25330
53 H -1.66097 -2.47572 1.26810
54 H -3.23737 -3.30512 1.31110
55 C -4.69877 -1.47022 -0.06600
56 H -5.25677 -2.31002 0.38850
57 H -5.37737 -0.60732 -0.10930
58 H -4.44267 -1.77402 -1.09460
59 C -2.45207 2.86818 -0.68160
60 H -2.47427 2.59528 -1.75060
61 H -2.91937 3.86518 -0.58200
62 H -1.40437 2.94598 -0.35330
63 C -3.12337 2.37818 1.66040
64 H -2.07387 2.38598 1.99600
65 H -3.50977 3.41338 1.70870
66 H -3.70887 1.76778 2.36340
67 C -4.70357 1.85048 -0.24780
68 H -4.82227 1.42478 -1.25930
69 H -5.34137 1.28518 0.44990
70 H -5.08547 2.88838 -0.27440
71 Pt 0.09053 0.13058 0.52600
72 N 0.34603 1.33938 -1.14370
73 C 0.45903 2.00028 -2.11000
74 C 0.61723 2.74958 -3.30270
75 C 0.42533 4.15408 -3.30600
76 C 0.97223 2.08088 -4.50290
77 C 0.58843 4.86978 -4.49450
78 H 0.15403 4.66258 -2.37670
79 C 1.12913 2.81478 -5.68070
80 H 1.12413 0.99778 -4.48940
81 C 0.93873 4.20648 -5.68170
82 H 0.44173 5.95458 -4.49520
83 H 1.40463 2.29768 -6.60540
84 H 1.06503 4.77478 -6.60880
85 C -0.79537 0.93758 4.20600
86 C -0.64767 -0.46542 3.71440
87 N -0.31617 -0.97532 2.45360
88 C -0.26027 -2.31812 2.75460
89 C -0.58367 -2.58602 4.04710
90 N -0.82457 -1.43242 4.64190
91 H -1.09247 0.94068 5.27620
92 H 0.17833 1.45008 4.21010
93 H -1.59967 1.45998 3.70420
94 H 0.02753 -3.11022 2.05910
95 H -0.61607 -3.55482 4.52750
96 H -1.07397 -1.31432 5.64980

E_LUMO (alpha / beta) in eV: -8.23 / -12.58
HOMO-LUMO gap (alpha / beta) in Ha: 0.2176 / 0.1409
Spin multiplicity: 5
Energy relative to the best compared isomer or geometry (same formula, charge and spin) in eV: 0.1263
Electronic energy in eV: -66959.52293
Strongest force on any atom in Eh/bohr: 0.129
HOMO (alpha / beta) in Ha: -0.5201 / -0.6032
Net charge: +3

=====

Question: The lowest strongest force on any atom belongs to which entry?
Answer: C35H53InN6O2Se

=====

Question: The highest energy relative to the best compared isomer or geometry (same formula, charge and spin) belongs to which entry?
Answer: C35H53N4OP2Pt

=====

Question: Which of these has the lowest electronic energy?
Answer: C35H53InN6O2Se